A molecular structure, C42H54BDyN9O6S2Se at a distorted geometry, computed with ωB97M-V/def2-TZVPD.

## Properties
E_tot (a.u.): -6684.0166
Frontier orbital gap (alpha / beta) (eV): 6.9 / 6.9
Energy above the lowest of the compared OMol25 structures with the same formula, charge and spin (eV): 3.0029
Net charge: +3
2S+1: 6
HOMO level (alpha / beta) (hartree): -0.47652 / -0.47661

```
116
Properties=species:S:1:pos:R:3:forces:R:3:lowdin_charge:R:1
Dy 1.240283 0.886916 0.145325 0.18 1.05 -0.24 1.521
C 3.563446 -1.479420 3.509634 0.39 -0.21 -1.65 0.052
C 3.467736 -0.401086 2.476090 -1.51 -0.20 -1.95 -0.425
O 2.471574 -0.232686 1.689087 1.19 -0.70 1.65 -0.163
N 4.552005 0.311213 2.248818 0.77 -0.61 1.20 0.110
C 4.645181 1.305554 1.240657 0.69 -1.21 -1.81 -0.087
C 4.660880 0.768018 -0.195482 1.87 -0.57 -0.49 -0.232
C 5.860809 0.322605 -0.781248 0.32 -0.15 0.98 0.007
C 5.858333 -0.152915 -2.071704 1.67 -0.74 0.06 -0.058
C 4.735829 -0.154339 -2.846076 -1.07 -0.27 0.39 -0.022
C 3.592849 0.334437 -2.232816 0.74 0.01 1.12 -0.080
N 3.565879 0.737684 -0.934130 -0.78 0.06 -0.48 -0.011
H 3.932159 -2.387595 2.950184 -0.45 0.75 0.79 0.131
H 2.628288 -1.657741 3.991572 -0.56 -0.21 0.23 0.084
H 4.299383 -1.147131 4.201487 0.58 -0.20 0.88 0.084
H 5.366165 0.152518 2.831708 -0.25 0.06 -0.07 0.174
H 5.558226 1.829167 1.396388 0.61 0.60 0.13 0.140
H 3.838570 1.948075 1.310495 -1.63 1.56 0.41 0.076
H 6.810905 0.187702 -0.235055 -0.72 0.54 -0.02 0.136
H 6.784572 -0.619377 -2.435766 -0.42 0.37 0.02 0.133
H 4.728644 -0.714425 -3.768740 -0.18 0.54 -0.36 0.120
H 2.634137 0.406617 -2.666599 -0.81 -0.18 -0.79 0.078
C 1.440137 -6.178712 -3.873291 -1.02 -1.66 -0.51 -0.066
C 1.673024 -4.663072 -3.872744 -0.52 -0.61 0.28 -0.142
N 2.333417 -4.270213 -2.673306 0.89 -0.60 1.08 -0.140
C 3.564878 -5.102546 -2.501376 -0.20 0.68 0.63 -0.112
C 3.208525 -6.561144 -2.140206 -0.93 -0.60 -0.44 -0.039
N 1.722903 -6.737767 -2.522002 0.11 -0.38 1.46 -0.087
C 0.845406 -5.937365 -1.549858 0.94 -0.61 -0.79 -0.046
C 1.425276 -4.496899 -1.567313 -0.01 0.11 1.17 -0.139
H 1.970387 -6.808796 -4.608511 0.17 0.72 0.21 0.153
H 0.395083 -6.419848 -4.009918 -0.38 0.05 -0.33 0.125
H 0.785141 -4.045578 -4.022512 -0.16 -0.40 0.03 0.136
H 2.334602 -4.495115 -4.643988 1.27 0.75 -2.00 0.103
H 4.153968 -4.671214 -1.669906 -0.23 -0.20 -0.49 0.132
H 4.142057 -5.003881 -3.414552 0.12 -0.19 -0.08 0.129
H 3.290341 -6.750484 -1.063436 -0.11 0.02 -0.26 0.134
H 3.702153 -7.398532 -2.668941 0.22 0.82 0.13 0.146
H 1.494184 -7.767737 -2.402464 0.17 1.60 -0.64 0.220
H 0.950162 -6.477701 -0.626243 -0.17 0.16 0.66 0.127
H -0.181145 -6.014138 -1.919835 0.20 0.07 0.07 0.115
H 1.993613 -4.297416 -0.630737 -0.61 -0.04 -0.48 0.141
H 0.574719 -3.819333 -1.661131 0.29 0.22 0.20 0.099
C -0.981122 -0.994586 3.036249 0.81 1.06 -0.45 -0.196
S -1.567105 -1.165399 1.356719 0.64 0.41 -0.32 1.027
O -0.569580 -0.335433 0.530531 -0.60 -0.53 0.33 -0.687
C -3.077128 -0.274290 1.362551 -2.38 0.55 -0.46 -0.388
C -3.234516 1.127262 1.554933 2.43 -1.66 1.21 -0.089
C -4.448719 1.750547 1.655164 -0.06 -1.21 -0.81 -0.062
C -5.597952 1.000135 1.377146 0.74 -0.45 -0.46 -0.040
C -5.490744 -0.357124 1.033421 -0.02 -0.06 0.15 -0.041
C -4.236114 -1.014748 1.071722 -0.52 0.70 0.02 -0.070
H -0.761724 0.068574 3.284181 -0.66 -0.56 -0.11 0.071
H -0.016367 -1.488003 3.073655 0.11 -0.36 -0.13 0.046
H -1.678944 -1.514916 3.653506 -0.51 -0.06 0.69 0.064
H -2.266422 1.561388 1.813941 -0.39 0.81 -0.11 0.096
H -4.493996 2.793029 1.841476 -0.13 0.77 0.34 0.111
H -6.514430 1.552612 1.364887 -0.67 -0.24 0.03 0.111
H -6.380563 -0.945688 0.727902 0.67 0.56 0.41 0.126
H -4.234040 -2.079721 0.867064 0.27 0.05 -0.01 0.108
N 1.217283 4.164450 -0.542844 -0.34 0.55 -1.30 -0.050
N 2.275647 3.220331 -0.474961 0.65 0.62 0.48 -0.142
H 1.546163 5.120498 -0.724736 -0.08 -0.53 0.26 0.105
H 0.768268 4.101218 0.337283 -0.63 0.25 1.11 0.005
H 2.952081 3.619463 0.218298 -0.11 -0.81 -1.16 0.110
H 2.662704 3.158985 -1.424775 0.20 0.01 0.74 0.096
O -0.803377 -1.749457 -2.358783 -0.13 1.24 -0.43 0.174
B -0.919914 -0.547737 -3.139554 -0.59 -1.10 -0.21 -0.660
O -1.818920 -0.716856 -4.230051 1.12 -0.33 0.62 0.159
C -2.052124 -2.074086 -4.217114 -1.51 -0.40 -0.75 -0.179
C -2.808393 -2.800921 -5.134368 0.55 -0.48 -0.26 0.041
C -2.982650 -4.169964 -4.891267 0.89 0.27 1.97 -0.049
C -2.592214 -4.687420 -3.646467 -1.02 -0.20 -0.95 -0.084
C -1.967363 -3.886794 -2.713195 0.85 -2.38 2.11 -0.048
C -1.575520 -2.654387 -3.054680 0.18 1.90 -0.83 -0.241
H -3.174875 -2.388193 -6.057378 -0.03 0.37 -0.10 0.123
H -3.390008 -4.930043 -5.506861 -0.70 0.19 -1.14 0.103
H -2.923445 -5.710108 -3.444480 0.43 0.33 0.26 0.117
H -1.694784 -4.296077 -1.719897 -0.26 0.32 -0.61 0.128
O 0.643195 0.823679 -1.896504 -0.60 -0.06 -0.36 -0.483
N -0.246570 0.661138 -2.960250 0.98 -0.29 1.20 -0.363
C -0.997627 6.389634 10.019225 0.07 0.30 1.19 -0.064
C -0.791329 5.835963 8.664022 -0.40 0.14 0.42 -0.739
O 0.172390 5.186195 8.432867 0.88 -0.74 -0.82 0.047
S -2.072934 6.206931 7.415625 0.51 -0.88 0.05 1.008
C -1.377301 5.169315 6.115238 0.11 0.62 0.88 -0.510
C -0.999748 3.840041 6.321536 -0.80 -0.68 0.38 -0.068
C -0.491756 3.070963 5.266964 0.09 1.22 1.49 -0.033
C -0.229264 3.683745 4.068192 -0.59 1.54 -0.68 -0.277
C -0.559260 5.063021 3.885204 -0.11 -1.27 0.44 -0.018
C -1.126343 5.808514 4.911505 0.14 -0.64 -1.31 -0.093
C 0.227873 2.957512 2.938968 0.48 -0.78 -1.58 -0.163
C 0.548620 2.378869 1.894711 -0.18 0.25 0.82 -0.172
H -1.973869 6.192572 10.437474 -0.59 0.34 -0.29 0.081
H -0.769265 7.456608 10.002415 -0.29 0.06 0.10 0.097
H -0.321139 5.914966 10.745239 0.14 0.12 -0.61 0.100
H -1.187252 3.331687 7.296185 0.19 0.70 -0.91 0.133
H -0.182907 2.075404 5.477098 0.03 -0.76 -0.09 0.104
H -0.438901 5.443642 2.889032 0.16 0.43 -0.17 0.101
H -1.426003 6.829081 4.681500 0.11 -0.13 0.47 0.113
C -3.446917 1.979158 -5.503435 0.21 -1.09 0.06 0.004
N -3.491212 2.218986 -4.032865 0.64 0.34 0.32 -0.074
C -4.640191 2.531831 -3.321697 1.03 -0.02 -0.40 0.007
C -4.266928 2.869240 -2.075294 1.95 -0.66 -0.41 0.031
N -2.852385 2.759238 -2.024917 -1.31 0.42 0.10 -0.079
C -2.032717 3.098313 -0.883230 -0.33 -0.21 1.20 0.008
C -2.410712 2.376268 -3.188621 -0.85 -0.32 -2.76 -0.448
Se -0.632384 2.161999 -3.864545 -0.34 0.48 -0.08 1.296
H -4.454002 2.163589 -5.865267 0.11 0.17 -0.15 0.099
H -3.165969 0.930223 -5.775038 -0.31 0.75 0.73 0.101
H -2.704421 2.599907 -6.004814 -0.32 0.30 0.26 0.086
H -5.609601 2.556930 -3.761197 -0.37 -0.16 -0.25 0.139
H -4.840810 3.067731 -1.223193 -0.53 0.44 0.97 0.116
H -1.013115 3.459285 -1.098999 -0.45 -0.45 -0.43 0.068
H -2.042475 2.204770 -0.220483 0.35 0.86 -0.30 0.079
H -2.580506 3.920203 -0.423383 0.24 -0.08 0.47 0.114
```
Positions in Å, forces in eV/Å.